1.
CH3ClHfNO6 | ωB97M-V/def2-TZVPD

```
! wB97M-V def2-TZVPD RIJCOSX def2/J DEFGRID3
* xyz 3 1
Hf -7.075 -2.531 -2.748
Cl -2.148 -2.567 -1.681
O -1.735 -1.456 -0.817
O -3.296 -3.146 -0.956
O -2.837 -2.126 -2.817
O -1.113 -3.527 -1.901
C 2.357 1.555 1.492
N 2.897 2.921 1.697
O 2.521 3.677 2.570
O 3.712 3.360 0.885
H 1.855 1.565 0.524
H 1.631 1.371 2.284
H 3.231 0.905 1.467
*
```

Properties
LUMO level	-0.632	hartree
energy	-1052.1588	a.u.

These are the natural (NBO) partial charges, in e, on atoms 1 to 2: 1.99, 2.46


2.
CH3ClI2Si | ωB97M-V/def2-TZVPD

```
! wB97M-V def2-TZVPD RIJCOSX def2/J DEFGRID3
* xyz 0 1
C -1.245 0.042 0.113
Si 0.898 0.046 -0.174
Cl 1.147 0.104 -2.176
I 2.104 1.908 1.022
I 1.913 -1.949 0.786
H -1.706 0.390 -0.736
H -1.394 -1.125 0.213
H -1.717 0.584 0.952
*
```

Properties
LUMO level	-0.009	hartree
SMILES	C[Si](Cl)(I)I
energy	-1385.0818	a.u.
energy relative to the best compared isomer or geometry (same formula, charge and spin)	13.1	kcal/mol

These are the natural (NBO) partial charges, in e, on atoms 1 to 2: -0.95, 0.94


3.
CH3ClN2 | ωB97M-V/def2-TZVPD

```
! wB97M-V def2-TZVPD RIJCOSX def2/J DEFGRID3
* xyz 0 1
C -1.476 0.432 2.668
N 1.261 -0.370 -0.950
N -1.465 0.449 1.475
Cl -1.890 0.365 -0.218
H 0.179 -0.282 -1.075
H 1.503 0.315 -0.275
H 1.887 -0.910 -1.626
*
```

Properties
LUMO level	-0.040	hartree
energy	-609.4725	a.u.
energy relative to the best compared isomer or geometry (same formula, charge and spin)	100.5	kcal/mol

These are the natural (NBO) partial charges, in e, on atoms 1 to 2: 0.35, -1.17


4.
CH3ClN2O | ωB97M-V/def2-TZVPD

```
! wB97M-V def2-TZVPD RIJCOSX def2/J DEFGRID3
* xyz 0 1
C -1.033 0.395 0.508
N -0.612 -0.569 -0.242
N 1.776 -0.519 -0.742
O -0.575 1.472 0.832
Cl 1.971 0.422 0.516
H -1.991 0.205 1.017
H -1.208 -1.457 -0.259
H 1.672 0.052 -1.629
*
```

Properties
LUMO level (spin up / spin down)	-0.112 / -0.112	hartree
energy	-684.6323	a.u.
energy relative to the best compared isomer or geometry (same formula, charge and spin)	115.2	kcal/mol

These are the natural (NBO) partial charges, in e, on atoms 1 to 2: 0.44, -0.66


5.
CH3ClN3S | ωB97M-V/def2-TZVPD

```
! wB97M-V def2-TZVPD RIJCOSX def2/J DEFGRID3
* xyz 1 1
C -0.243 1.224 -0.680
N 1.587 -1.745 0.146
N 0.659 0.284 -0.549
N 1.016 -0.736 -0.104
S -1.662 1.171 0.277
Cl -2.351 -0.869 0.097
H -0.088 1.683 -1.628
H 2.294 -1.587 0.923
H -1.212 0.576 1.518
*
```

Properties
LUMO level (spin up / spin down)	-0.233 / -0.233	hartree
energy	-1062.0819	a.u.
energy relative to the best compared isomer or geometry (same formula, charge and spin)	52.1	kcal/mol

These are the natural (NBO) partial charges, in e, on atoms 1 to 2: -0.43, -0.26


6.
CH3ClNO2S | ωB97M-V/def2-TZVPD

```
! wB97M-V def2-TZVPD RIJCOSX def2/J DEFGRID3
* xyz -1 1
C -0.577 -2.153 -0.285
N -0.470 -0.959 0.159
O 0.468 3.000 -0.745
O 0.036 1.187 1.243
S -0.166 -0.273 1.612
Cl -0.277 -3.585 0.742
H 1.076 2.583 -1.443
H -0.423 -2.208 -1.290
H 0.334 2.407 0.007
*
```

Properties
LUMO level (spin up / spin down)	0.129 / 0.129	hartree
energy	-1103.5293	a.u.
energy relative to the best compared isomer or geometry (same formula, charge and spin)	29.6	kcal/mol

These are the natural (NBO) partial charges, in e, on atoms 1 to 2: -0.07, -0.63


Question: The lowest energy belongs to which entry?
Answer: CH3ClI2Si